[1]
Here is C29H24N5O5S2Ta as an isolated structure from OMol25. Energies are from ωB97M-V/def2-TZVPD.

```
66
Properties=species:S:1:pos:R:3:forces:R:3:lowdin_charge:R:1
Ta 0.064 -0.230 -0.294 0.1620 0.0299 -0.3623 1.9331
O 4.504 2.353 2.040 -0.0277 -0.0095 -0.0113 0.1016
C 3.554 2.261 2.976 -0.0323 -0.0366 -0.0034 -0.2469
C 3.872 2.720 4.255 0.0445 0.0255 0.0170 0.0145
C 2.946 2.656 5.269 -0.0181 -0.0095 -0.0291 -0.0325
C 1.665 2.132 5.048 -0.0094 -0.0056 0.0019 -0.0635
C 1.337 1.675 3.798 0.0241 0.0155 -0.0014 -0.0220
C 2.268 1.728 2.740 -0.1447 -0.0551 0.1038 -0.0912
C 1.884 1.237 1.444 0.1829 0.1223 -0.1247 -0.3655
O 0.643 0.715 1.286 -0.0486 -0.2251 -0.0521 -0.2393
N 2.658 1.277 0.406 0.0090 0.0353 -0.0177 0.0803
N 2.014 0.759 -0.716 -0.2060 -0.0519 0.2168 -0.1052
C 2.627 0.978 -1.841 0.0188 -0.0050 -0.0733 0.0002
C 2.145 0.575 -3.125 -0.0253 -0.0052 0.1110 -0.1455
C 2.922 0.830 -4.265 0.0322 0.0168 -0.0148 0.0031
C 2.465 0.473 -5.514 -0.0690 -0.0337 -0.0095 -0.0324
C 1.217 -0.139 -5.642 0.1097 0.0531 0.0188 -0.0105
C 0.428 -0.395 -4.532 -0.1740 -0.0651 0.0841 0.0250
C 0.893 -0.040 -3.280 0.1472 0.0724 -0.1803 -0.2712
O 0.138 -0.289 -2.183 0.0692 -0.1349 0.3003 -0.2080
H 4.168 2.014 1.193 0.0218 0.0156 -0.0043 0.0738
H 4.863 3.122 4.416 -0.0015 0.0017 0.0075 0.1326
H 3.212 3.016 6.254 0.0132 0.0046 -0.0018 0.1215
H 0.947 2.089 5.854 -0.0019 -0.0017 0.0008 0.1129
H 0.354 1.268 3.608 -0.0066 0.0003 0.0042 0.1133
H 3.569 1.519 -1.789 -0.0013 -0.0050 0.0030 0.1548
H 3.886 1.311 -4.149 0.0025 -0.0003 -0.0043 0.1303
H 3.065 0.668 -6.392 0.0092 0.0036 0.0027 0.1239
H 0.855 -0.416 -6.623 -0.0062 -0.0021 -0.0031 0.1276
H -0.542 -0.863 -4.624 0.0066 -0.0010 -0.0114 0.1351
O -5.493 -0.505 -0.680 0.0154 -0.0101 0.0139 0.0949
C -5.068 -1.765 -0.526 0.0404 0.0061 -0.0206 -0.2451
C -6.031 -2.773 -0.592 -0.0365 -0.0012 0.0019 0.0132
C -5.669 -4.092 -0.447 0.0044 0.0147 0.0016 -0.0357
C -4.335 -4.457 -0.235 0.0139 -0.0020 -0.0027 -0.0648
C -3.378 -3.478 -0.170 -0.0336 0.0261 -0.0002 -0.0217
C -3.720 -2.118 -0.310 0.1161 -0.1477 0.0539 -0.0865
C -2.676 -1.126 -0.227 -0.2065 0.2835 -0.0223 -0.3432
O -1.404 -1.523 -0.042 0.1954 0.1771 0.0976 -0.2080
N -2.911 0.147 -0.327 -0.0222 -0.0135 0.0378 0.0382
N -1.733 0.893 -0.234 -0.1094 -0.0086 -0.0689 -0.2389
C -1.911 2.195 -0.162 -0.0247 -0.0533 0.0474 -0.8896
S -0.566 3.278 -0.200 -0.0330 0.0401 -0.0322 0.9968
C -1.531 4.709 0.385 0.0424 -0.0204 0.0045 -0.4524
C -2.916 4.590 -0.213 -0.0190 -0.0209 -0.0029 -0.4600
S -3.479 2.869 -0.037 -0.0081 0.0399 0.0029 1.0676
H -4.738 0.105 -0.628 -0.0141 0.0187 0.0029 0.0581
H -7.059 -2.482 -0.757 -0.0025 -0.0025 -0.0026 0.1316
H -6.432 -4.858 -0.501 -0.0049 0.0004 -0.0004 0.1202
H -4.065 -5.497 -0.126 0.0018 -0.0007 -0.0002 0.1113
H -2.340 -3.735 -0.009 0.0013 -0.0181 0.0009 0.1098
H -1.017 5.606 0.045 -0.0010 0.0017 0.0022 0.0976
H -1.544 4.684 1.473 -0.0101 0.0072 -0.0014 0.0946
H -2.932 4.845 -1.271 0.0115 0.0088 0.0017 0.0934
H -3.628 5.220 0.319 -0.0070 -0.0036 -0.0061 0.0989
C 2.606 -4.181 1.272 -0.0107 0.0020 0.0063 0.0069
C 1.538 -3.694 2.015 0.0150 0.0027 -0.0172 -0.0004
C 0.844 -2.603 1.546 0.0305 -0.0520 0.0484 -0.0865
N 1.183 -1.989 0.396 -0.0648 0.0351 -0.1134 -0.0947
C 2.217 -2.461 -0.325 0.0486 -0.0697 -0.0001 -0.0846
C 2.947 -3.557 0.081 -0.0066 0.0182 -0.0072 -0.0055
H 3.165 -5.040 1.617 -0.0003 -0.0031 0.0011 0.1331
H 1.242 -4.156 2.946 -0.0006 0.0012 0.0030 0.1301
H -0.004 -2.200 2.083 0.0027 0.0016 -0.0079 0.1272
H 2.451 -1.944 -1.248 -0.0061 -0.0049 0.0093 0.1157
H 3.766 -3.910 -0.528 0.0019 -0.0019 0.0019 0.1288
```
Positions in Å, forces in eV/Å.

Summary:
highest occupied orbital energy = -13.013 eV
charge = +2
E_tot = -2622.54672 Ha
maximum force = 0.40 eV/Å
LUMO energy = -7.40 eV
energy above the lowest of the compared OMol25 structures with the same formula, charge and spin = 0.00 kcal per mole



[2]
Here is C29H24N7O4RuS3 as an isolated structure from OMol25. Energies are from ωB97M-V/def2-TZVPD.

```
68
Properties=species:S:1:pos:R:3:forces:R:3:lowdin_charge:R:1
Ru -0.037 -0.190 -1.088 0.4524 0.3515 0.3906 1.5457
C -3.993 -1.492 -2.283 -0.0446 0.0342 0.0951 -0.0685
O -4.589 -0.204 -2.266 0.0945 0.0621 -0.0778 -0.0513
C -3.961 0.923 -1.847 -0.0930 -0.0840 0.0162 -0.1993
C -4.820 2.014 -1.742 0.0134 0.0270 0.0599 0.0271
C -4.378 3.263 -1.345 0.0974 -0.0258 0.0329 -0.0486
C -3.043 3.443 -1.052 -0.0232 -0.0948 -0.0820 -0.0330
C -2.150 2.369 -1.150 -0.1272 0.1075 -0.0690 -0.1511
C -0.758 2.679 -0.987 0.0417 0.0871 -0.0515 -0.0202
N 0.163 1.792 -1.031 -0.0288 -0.0862 0.1541 -0.1144
N 1.468 2.221 -1.215 -0.1131 0.1526 0.0376 0.1137
C 2.147 1.266 -1.732 0.1260 -0.0513 -0.1135 -0.3773
O 1.567 0.071 -2.008 0.0279 0.0194 0.0368 -0.1878
C 3.569 1.400 -2.066 -0.0156 -0.0639 -0.0029 -0.1581
C 4.267 0.316 -2.593 0.0001 0.0063 -0.0049 -0.0174
C 5.612 0.448 -2.897 -0.0098 -0.0019 -0.0030 -0.0636
C 6.258 1.656 -2.679 0.0040 0.0004 0.0005 -0.0639
C 5.560 2.737 -2.154 0.0087 0.0063 -0.0007 -0.0622
C 4.219 2.614 -1.846 -0.0060 0.0077 0.0201 -0.0183
C -2.597 1.094 -1.555 0.0541 -0.1693 0.0035 -0.2014
O -1.782 0.001 -1.683 -0.2864 0.0091 -0.0873 -0.2384
H -4.775 -2.154 -2.644 0.0059 -0.0194 0.0129 0.1048
H -3.707 -1.793 -1.271 -0.0036 0.0106 -0.0257 0.0793
H -3.135 -1.538 -2.951 -0.0116 0.0114 -0.0181 0.0867
H -5.858 1.837 -1.992 -0.0014 0.0210 0.0025 0.1343
H -5.073 4.088 -1.274 -0.0050 -0.0058 -0.0101 0.1175
H -2.665 4.415 -0.762 0.0201 -0.0145 0.0062 0.1240
H -0.452 3.720 -0.935 0.0285 -0.0140 -0.0184 0.1519
H 3.754 -0.621 -2.761 0.0024 -0.0017 0.0022 0.1115
H 6.157 -0.392 -3.307 -0.0024 0.0000 0.0000 0.1087
H 7.308 1.757 -2.919 -0.0004 0.0010 0.0002 0.1103
H 6.067 3.679 -1.987 -0.0004 -0.0001 -0.0001 0.1101
H 3.664 3.447 -1.437 0.0017 0.0028 -0.0006 0.1140
O 0.315 -0.608 0.659 -0.4697 -0.7751 -0.2981 -0.3035
C -0.125 -0.280 2.006 0.2532 0.5499 -0.1615 -0.5063
C 1.089 0.264 2.725 0.0408 -0.0227 0.0105 -0.5002
C 1.555 -0.081 3.958 -0.0625 0.0403 0.0000 -0.0943
C 2.713 0.652 4.332 0.0034 0.0104 0.0020 -0.1576
C 3.107 1.526 3.368 0.0044 -0.0043 0.0052 -0.3881
S 2.082 1.472 2.001 -0.0035 -0.0091 -0.0052 1.0430
C -1.280 0.696 1.972 -0.0424 -0.0332 0.0527 -0.5011
C -2.543 0.435 1.517 0.0326 -0.0285 0.0673 -0.1666
C -3.439 1.515 1.718 -0.0126 -0.0107 0.0526 -0.1689
C -2.833 2.573 2.324 -0.0257 -0.0148 -0.0236 -0.3876
S -1.186 2.274 2.643 0.0518 -0.0212 0.0173 1.0825
C -0.525 -1.613 2.597 -0.0643 -0.0825 -0.0202 -0.4838
C 0.171 -2.779 2.453 0.0052 0.0006 -0.0205 -0.1201
C -0.394 -3.850 3.191 0.0060 0.0205 0.0294 -0.1669
C -1.497 -3.466 3.892 -0.0039 -0.0330 -0.0142 -0.3939
S -1.873 -1.822 3.640 0.0562 0.0453 0.0355 1.0945
H 1.083 -0.829 4.578 0.0030 -0.0073 0.0032 0.1223
H 3.231 0.526 5.271 -0.0020 0.0001 0.0010 0.1093
H 3.953 2.193 3.381 0.0020 -0.0032 -0.0004 0.0722
H -2.826 -0.519 1.092 -0.0248 0.0038 -0.0122 0.1160
H -4.482 1.502 1.438 -0.0061 -0.0083 -0.0213 0.1145
H -3.274 3.518 2.601 0.0021 0.0032 -0.0040 0.0769
H 1.068 -2.853 1.853 -0.0082 0.0072 0.0135 0.1166
H 0.008 -4.853 3.210 -0.0081 0.0000 0.0029 0.1059
H -2.115 -4.068 4.539 -0.0105 0.0014 -0.0108 0.0709
N 1.732 -5.187 -0.950 0.0051 0.0003 -0.0312 0.1550
N 0.795 -4.199 -1.173 0.0064 0.0247 -0.0031 -0.2690
N -0.484 -4.466 -1.291 -0.0238 0.0020 0.0263 0.1597
C -0.998 -3.249 -1.371 0.0240 -0.0146 -0.0135 -0.1416
N -0.042 -2.319 -1.312 0.0414 0.1144 0.0037 -0.0913
N 1.111 -2.947 -1.172 0.0104 -0.0455 -0.0045 0.1174
H 1.355 -6.050 -1.326 -0.0022 0.0095 0.0091 0.1112
H 2.589 -4.926 -1.426 -0.0077 0.0001 0.0136 0.1110
H -2.048 -3.044 -1.469 0.0238 -0.0051 -0.0071 0.0967
```
Positions in Å, forces in eV/Å.

Summary:
highest occupied orbital energy (spin up / spin down) = -11.033 / -11.033 eV
charge = +1
E_tot = -3092.87855 Ha
maximum force = 0.95 eV/Å
LUMO energy (spin up / spin down) = -4.08 / -4.08 eV
energy above the lowest of the compared OMol25 structures with the same formula, charge and spin = 8.21 kcal per mole



[3]
Here is C29H25As2CrN4O14S4 as an isolated structure at a distorted geometry from OMol25. Energies are from ωB97M-V/def2-TZVPD.

```
79
Properties=species:S:1:pos:R:3:forces:R:3:lowdin_charge:R:1
Cr -0.490 -0.316 0.497 0.0680 1.6047 0.4978 0.8992
O -4.161 -2.238 -0.898 0.7623 0.0604 0.2000 -0.3102
As -2.830 -2.598 0.392 -2.5838 -0.9717 -1.5537 0.9966
O -3.801 -3.313 1.484 0.4453 0.0027 0.6278 -0.4372
O -2.300 -1.029 0.475 0.4148 0.1510 -0.0982 -0.5536
C -2.044 -3.986 -0.761 0.4815 0.4260 0.2849 -0.2030
C -2.975 -4.857 -1.323 -0.1742 0.0915 0.1291 -0.0901
C -2.557 -5.902 -2.127 0.0017 0.0075 0.0193 -0.0909
C -1.203 -6.087 -2.382 0.0194 0.0520 0.0033 -0.0902
C -0.276 -5.234 -1.815 0.1610 -0.0234 0.0452 -0.0664
C -0.697 -4.193 -0.997 -0.1197 0.2625 0.3124 -0.2443
S 0.575 -3.126 -0.324 0.7443 -0.9537 -0.9957 0.5027
O 0.951 -2.286 -1.440 0.0235 0.1354 0.0878 -0.2858
O 1.611 -4.012 0.145 -0.2450 0.1349 0.2713 -0.2859
O -0.105 -2.360 0.750 0.0457 0.4331 -0.2923 -0.4244
H -4.805 -1.749 -0.370 -0.0850 -0.0888 0.0158 0.0189
H -4.022 -4.691 -1.107 0.0011 -0.0456 -0.0506 0.0991
H -3.289 -6.582 -2.547 -0.0144 0.0114 -0.0235 0.0936
H -0.874 -6.901 -3.018 0.0142 -0.0161 0.0070 0.0942
H 0.789 -5.354 -1.964 0.0018 -0.0962 -0.0768 0.1126
O -3.719 0.059 2.535 0.3151 -0.2225 -0.0898 -0.2440
As -2.422 1.240 2.548 -1.5847 1.7584 1.0684 0.9198
O -3.225 2.658 2.736 0.2348 0.0885 0.1876 -0.4993
O -1.498 1.352 1.144 1.0301 -1.8287 -0.8050 -0.4774
C -1.625 0.871 4.340 0.0253 -0.2316 -0.4275 -0.2006
C -1.910 1.792 5.338 -0.1408 0.0698 -0.2634 -0.0873
C -1.478 1.563 6.637 0.0463 -0.0440 0.0918 -0.0997
C -0.782 0.404 6.955 -0.1050 0.0839 -0.0039 -0.0985
C -0.506 -0.525 5.963 -0.0364 -0.2323 -0.1467 -0.0627
C -0.934 -0.289 4.670 0.2109 0.2137 -0.3050 -0.2482
S -0.504 -1.375 3.311 0.1409 -0.0901 2.6165 0.5108
O -1.761 -1.961 2.918 -0.0929 -0.1755 -0.2153 -0.3354
O 0.491 -2.290 3.802 0.1606 0.0718 -0.2485 -0.2803
O 0.010 -0.311 2.411 0.1515 -0.6223 -0.5337 -0.4167
H -3.329 -0.832 2.518 -0.1140 -0.1097 0.0270 -0.0114
H -2.482 2.671 5.063 0.0598 0.0190 0.0148 0.0926
H -1.683 2.299 7.406 -0.0270 -0.0077 0.0164 0.0900
H -0.459 0.224 7.974 0.0426 0.0102 0.0142 0.0904
H 0.041 -1.440 6.149 0.0645 0.0186 0.1179 0.1059
O 4.234 3.302 -0.251 0.4131 0.1061 0.0093 0.0168
C 4.595 2.093 0.197 -0.0449 0.0048 -0.0007 -0.2809
C 5.957 1.843 0.377 0.1124 0.0065 -0.0136 -0.0393
C 6.401 0.614 0.829 -0.0812 0.1022 -0.0139 -0.1138
C 5.491 -0.394 1.122 0.0575 -0.1324 0.0585 -0.1045
C 4.139 -0.160 0.945 0.0091 0.0123 -0.0097 -0.0065
C 3.670 1.067 0.479 0.0840 -0.0886 0.0124 -0.0617
C 2.212 1.213 0.235 -0.4129 0.3603 -0.4765 -0.3912
O 1.484 0.190 0.437 -0.5030 0.3973 -0.2856 -0.1052
N 1.880 2.407 -0.260 0.6262 0.1159 0.1231 0.0281
N 0.585 2.610 -0.568 -1.0106 -0.8479 0.2904 -0.0501
C 0.193 3.672 -1.110 0.7661 0.0886 -0.0665 -0.8916
S 1.272 4.999 -1.725 -0.1591 -0.2856 0.1638 0.8673
C -0.096 6.001 -2.383 0.2669 -0.0747 0.2188 -0.5735
C -1.196 5.051 -2.796 -0.2168 -0.4235 0.4214 -0.5380
S -1.518 3.972 -1.340 -0.1291 0.2589 -0.5899 0.9136
H 3.231 3.268 -0.354 -0.1216 -0.1829 0.0450 0.0342
H 6.653 2.637 0.139 -0.0024 0.0336 0.0053 0.1030
H 7.464 0.444 0.950 0.0113 -0.0070 0.0143 0.0891
H 5.838 -1.356 1.477 -0.0412 -0.0128 0.0088 0.0917
H 3.405 -0.927 1.154 0.0156 -0.0198 -0.0017 0.1251
H 0.308 6.580 -3.214 -0.0818 0.0142 -0.0321 0.0628
H -0.450 6.667 -1.596 -0.0255 0.0859 -0.0824 0.0631
H -0.882 4.422 -3.632 -0.0426 0.0795 -0.0280 0.0679
H -2.124 5.569 -3.039 -0.0071 0.0166 -0.0164 0.0663
N -2.143 0.158 -3.358 0.1179 0.0433 0.2210 0.1471
C -2.113 -0.118 -2.032 -0.3078 0.0589 0.0207 -0.1059
N -0.901 -0.142 -1.545 0.1959 0.2407 -0.2754 0.0600
C -0.056 0.147 -2.617 -0.1652 0.1471 -0.4268 -0.1932
C 1.330 0.222 -2.708 -0.0877 0.0445 -0.0495 -0.0058
C 1.882 0.541 -3.934 0.1055 -0.0560 0.1053 -0.0728
C 1.091 0.762 -5.064 -0.1026 0.0300 -0.1028 -0.1122
C -0.285 0.664 -5.001 -0.0987 0.0088 -0.0803 -0.0414
C -0.839 0.351 -3.767 0.3883 -0.0281 0.1764 -0.1886
H -2.974 0.209 -3.916 -0.0157 0.0028 0.0364 0.1559
H -3.008 -0.306 -1.465 0.0489 -0.0376 0.0510 0.1171
H 1.937 0.002 -1.850 0.0814 -0.0297 0.0290 0.0971
H 2.959 0.605 -4.025 0.0051 0.0124 0.0305 0.1009
H 1.564 1.001 -6.009 0.0050 0.0163 0.0062 0.0895
H -0.907 0.823 -5.874 0.0035 -0.0082 -0.0227 0.0967
```
Positions in Å, forces in eV/Å.

Summary:
expectation value of S² = 0.85
highest occupied orbital energy (spin up / spin down) = -3.267 / -3.258 eV
charge = -2
E_tot = -9501.45046 Ha
maximum force = 3.17 eV/Å
LUMO energy (spin up / spin down) = 3.69 / 3.69 eV
energy above the lowest of the compared OMol25 structures with the same formula, charge and spin = 66.47 kcal per mole
spin multiplicity = 2